Here is a cluster of 14 separate species, C42H42F14O42 in total from the OMol25 dataset. Energies are from wB97M-V/def2-TZVPD.

Structure (ORCA input):
```
! wB97M-V def2-TZVPD RIJCOSX def2/J DEFGRID3
* xyz 0 1
C -1.5143 -18.3632 -13.3656
C -2.4229 -17.8810 -12.3305
O -2.8433 -19.0494 -11.6312
C -2.5775 -20.1725 -12.4497
O -2.9347 -21.2697 -12.0914
O -1.8645 -19.7964 -13.5236
F -3.5715 -17.3875 -12.8794
H -0.4600 -18.3695 -13.0689
H -1.6614 -17.9298 -14.3521
H -2.0348 -17.2430 -11.5455
C -9.2717 -19.8435 -5.7038
C -8.7976 -21.0631 -6.2623
O -9.9408 -21.6150 -6.7788
C -11.0404 -21.0157 -6.3959
O -12.1176 -21.3510 -6.7601
O -10.6954 -19.9928 -5.6335
F -8.3826 -21.9491 -5.3220
H -9.0950 -19.0193 -6.3836
H -8.9730 -19.5615 -4.7089
H -8.0608 -21.0373 -7.0649
C -5.1951 -18.4890 -3.6192
C -6.0853 -17.6145 -2.7358
O -5.1542 -17.0656 -1.7672
C -3.8655 -17.2792 -2.2286
O -2.8936 -16.8024 -1.6930
O -3.8952 -17.9142 -3.3942
F -7.0260 -18.4108 -2.1751
H -5.3667 -18.4086 -4.6878
H -5.3555 -19.5169 -3.2700
H -6.6226 -16.7550 -3.1466
C -7.0317 -16.5729 -9.2050
C -6.2693 -17.7953 -8.9331
O -6.7201 -18.0677 -7.6604
C -7.2340 -16.9566 -7.0659
O -7.4677 -16.9350 -5.9053
O -7.3300 -15.9825 -7.9443
F -4.9271 -17.6447 -8.7893
H -7.9699 -16.9291 -9.6464
H -6.5890 -15.7996 -9.8092
H -6.4281 -18.6705 -9.5431
C -5.0216 -27.5885 -12.9387
C -4.4971 -26.4472 -13.7904
O -3.6953 -25.6958 -12.9275
C -3.9175 -26.0621 -11.6467
O -3.3972 -25.5052 -10.7356
O -4.7633 -27.0756 -11.6229
F -5.5197 -25.6203 -14.1836
H -4.4284 -28.5025 -13.0016
H -6.0783 -27.7963 -13.1195
H -3.9451 -26.6953 -14.6835
C -0.8868 -24.0111 -11.3721
C 0.3138 -23.4627 -10.6749
O 0.5900 -22.3688 -11.5204
C 0.1386 -22.5796 -12.7641
O 0.5173 -21.9836 -13.7148
O -0.6730 -23.6225 -12.7332
F 1.3584 -24.3480 -10.5562
H -1.7865 -23.4731 -11.0360
H -1.0496 -25.0841 -11.3605
H 0.0605 -23.0199 -9.7136
C -12.1448 -23.8204 -8.6123
C -12.4821 -22.9215 -9.7397
O -12.2854 -23.7159 -10.8944
C -11.4953 -24.8295 -10.5745
O -11.1228 -25.6297 -11.3870
O -11.4173 -24.9121 -9.2487
F -11.5850 -21.8636 -9.9502
H -13.0737 -24.2035 -8.1868
H -11.5024 -23.4265 -7.8328
H -13.4907 -22.5267 -9.8786
C -0.0794 -20.0891 -9.1561
C -0.7299 -18.8713 -8.5968
O -0.3433 -18.8581 -7.2302
C -0.1113 -20.1282 -6.8702
O 0.0179 -20.4898 -5.7603
O 0.0032 -20.8751 -7.9972
F -2.1085 -18.8434 -8.6422
H 0.9253 -19.7832 -9.4300
H -0.5877 -20.5937 -9.9592
H -0.4010 -17.9186 -8.9985
C -6.7262 -23.2085 -13.1546
C -6.1936 -22.1279 -13.9879
O -6.0700 -21.0998 -13.0204
C -6.9349 -21.2832 -12.0057
O -7.1570 -20.5245 -11.1076
O -7.3992 -22.5001 -12.1327
F -6.9875 -21.7748 -15.0076
H -5.9717 -23.7805 -12.6352
H -7.4765 -23.8697 -13.5526
H -5.1626 -22.3059 -14.2857
C -3.7096 -25.5421 -7.6829
C -2.2537 -26.0442 -7.9104
O -2.2119 -27.2329 -7.1707
C -3.4851 -27.6675 -6.8998
O -3.7141 -28.7565 -6.5139
O -4.3672 -26.7491 -7.3100
F -1.1269 -25.2518 -7.5200
H -4.1360 -25.2172 -8.6280
H -3.7263 -24.7705 -6.8992
H -2.0773 -26.3138 -8.9509
C -1.0622 -23.1670 -3.3801
C -1.0652 -23.8552 -4.6807
O -2.0405 -23.0794 -5.3858
C -2.8799 -22.4827 -4.4501
O -3.9049 -21.9218 -4.7551
O -2.3645 -22.4949 -3.2887
F -1.5174 -25.1140 -4.5621
H -0.2919 -22.4052 -3.4901
H -0.9267 -23.8016 -2.5213
H -0.0926 -23.8154 -5.1714
C -9.4410 -25.0068 -6.6673
C -8.4136 -25.2307 -5.6012
O -8.9907 -24.6464 -4.4743
C -10.3104 -24.4632 -4.6735
O -11.1112 -24.0830 -3.8944
O -10.6147 -24.6606 -5.9335
F -7.2152 -24.5850 -5.8983
H -9.7067 -25.9029 -7.2230
H -9.1514 -24.1772 -7.3272
H -8.1483 -26.2836 -5.4713
C -4.8917 -21.1992 -7.9553
C -4.2125 -21.6130 -9.2207
O -4.9407 -22.7672 -9.6173
C -6.1025 -22.8904 -8.8659
O -6.9434 -23.7199 -9.0588
O -6.1528 -21.8960 -7.9947
F -2.8779 -22.0077 -9.1028
H -5.0881 -20.1294 -8.0171
H -4.4216 -21.4721 -7.0074
H -4.2372 -20.9397 -10.0994
C -7.3752 -27.2441 -9.6117
C -7.5366 -28.7001 -9.7022
O -7.0883 -29.1770 -8.5061
C -7.2350 -28.1774 -7.5615
O -7.1417 -28.3037 -6.4002
O -7.5187 -26.9856 -8.2037
F -6.7233 -29.2755 -10.6908
H -8.2253 -26.7921 -10.1404
H -6.4224 -26.9630 -10.0771
H -8.5484 -29.0550 -9.9337
*
```

The calculation puts the energy above the lowest of the compared OMol25 structures with the same formula, charge and spin at 28.2 kcal per mole. Its LUMO energy is -0.2 eV.

***

Here is the molecule C3H3NO2S from the OMol25 dataset. Energies are from wB97M-V/def2-TZVPD.

Structure (ORCA input):
```
! wB97M-V def2-TZVPD RIJCOSX def2/J DEFGRID3
* xyz 0 1
C -0.4953 0.7392 0.4912
C 0.5719 -0.2450 0.1427
C 0.9091 1.5840 2.0190
N -0.3215 1.5919 1.3990
O 1.1033 1.9506 3.2924
O 1.6241 2.7086 2.2097
S 1.9133 -0.0098 1.3363
H -1.4401 0.7384 -0.0361
H 0.2046 -1.2701 0.1912
H 0.9439 -0.0505 -0.8670
*
```

As for the SMILES: C1=NC2(OO2)SC1. The calculation puts the energy above the lowest of the compared OMol25 structures with the same formula, charge and spin at 115.9 kcal per mole. Its LUMO energy is 0.5 eV.

***

Here is a structure of composition BCuH22O9 from the OMol25 dataset. Energies are from wB97M-V/def2-TZVPD.

Structure (ORCA input):
```
! wB97M-V def2-TZVPD RIJCOSX def2/J DEFGRID3
* xyz 1 2
Cu 4.6451 -25.0982 13.2062
B 5.5362 -21.8398 10.6135
H 4.9242 -22.6103 10.1707
H 5.8167 -21.0481 9.9362
H 4.9867 -21.4578 11.4600
H 6.4222 -22.3314 10.9843
O 10.1426 -16.6855 7.5770
H 9.9294 -17.5387 7.9551
H 10.4637 -16.1690 8.3161
O 6.6180 -27.5625 10.7735
H 7.4444 -27.3244 10.3531
H 6.5794 -28.5164 10.7038
O 1.1924 -25.1374 11.1869
H 0.3345 -25.4077 11.5143
H 1.0050 -24.4062 10.5982
O 7.8693 -24.9261 15.5030
H 8.7669 -24.9797 15.1748
H 7.9196 -25.2664 16.3962
O 9.7259 -20.0683 10.8945
H 10.1570 -20.8638 11.2070
H 8.8558 -20.3585 10.6208
O 9.4957 -25.2718 8.3037
H 9.3086 -25.5819 7.4176
H 9.7451 -24.3548 8.1893
O 3.5262 -22.2649 5.8228
H 4.0863 -22.1900 5.0502
H 4.1372 -22.3240 6.5573
O 4.4431 -17.2272 10.9665
H 4.6537 -18.1388 10.7641
H 3.5327 -17.2510 11.2613
O 2.8930 -22.5068 16.0282
H 3.2855 -21.8446 16.5971
H 1.9750 -22.2459 15.9540
*
```

The calculation puts the energy above the lowest of the compared OMol25 structures with the same formula, charge and spin at 110.7 kcal per mole. Its LUMO energy (spin up / spin down) is -6.6 / -8.2 eV. As for the expectation value of S²: 0.753.

***

Here is the ion C6H14N2 with charge +1 from the OMol25 dataset. Energies are from wB97M-V/def2-TZVPD.

Structure (ORCA input):
```
! wB97M-V def2-TZVPD RIJCOSX def2/J DEFGRID3
* xyz 1 2
C -1.2113 0.5234 1.8276
N -0.6915 0.1746 0.5035
C -1.3251 -1.0097 -0.1318
C -0.2966 -1.5427 -1.1148
C 1.0810 -1.1587 -0.4720
C 0.7643 0.0461 0.4255
C 1.3697 1.3896 -0.2395
N 0.5907 1.8796 -1.3797
H -2.1623 1.0536 1.6725
H -0.5161 1.2259 2.2754
H -1.4940 -0.3213 2.4528
H -2.1979 -0.6762 -0.6988
H -1.6928 -1.6426 0.6755
H -0.3322 -1.1007 -2.1051
H -0.3197 -2.6273 -1.1918
H 1.5059 -1.9548 0.1384
H 1.8317 -1.0149 -1.2486
H 1.3251 -0.0839 1.3557
H 2.3951 1.0736 -0.4134
H 1.4171 2.1825 0.5068
H 0.1099 1.1324 -1.8453
H -0.1512 2.4516 -0.9926
*
```

The calculation puts the energy above the lowest of the compared OMol25 structures with the same formula, charge and spin at 14.1 kcal per mole. Its LUMO energy (spin up / spin down) is -2.8 / -7.6 eV. As for the expectation value of S²: 0.755.

***

Here is a structure of composition C31H39Br4N4OSSeSiW from the OMol25 dataset. Energies are from wB97M-V/def2-TZVPD.

Structure (ORCA input):
```
! wB97M-V def2-TZVPD RIJCOSX def2/J DEFGRID3
* xyz 1 3
W -0.7618 0.0432 0.8035
Br -1.6122 -0.7355 4.5987
C -3.1788 -0.1574 5.3821
Br -3.0661 0.6705 1.4808
H -3.1180 0.6726 6.0633
H -4.0526 -0.7725 5.2607
Br 1.0568 3.4812 4.0833
C 1.9901 2.4385 2.8379
C 3.3939 2.6046 2.7170
C 4.1266 1.8397 1.8585
Br 5.9955 2.0499 1.7860
C 3.4890 0.8730 1.0301
C 4.1269 -0.0174 0.1382
C 3.3815 -0.9183 -0.5767
C 1.9836 -0.9202 -0.4461
N 1.3682 -0.0836 0.3690
C 2.0990 0.7727 1.1291
C 1.3430 1.5067 2.0761
O 0.0442 1.1852 2.1649
H 3.8822 3.3374 3.3438
H 5.2038 0.0097 0.0421
H 3.8434 -1.6268 -1.2482
H 1.3608 -1.5981 -1.0147
C 1.1817 6.1702 1.2192
N 0.8769 4.9012 0.5884
C -0.2714 4.2185 0.7378
S -0.4979 2.8364 -0.2617
N -1.1440 4.7055 1.6095
C -2.4354 4.1318 1.9357
H 2.1538 6.5035 0.8683
H 1.2333 6.0661 2.3056
H 0.4464 6.9376 0.9619
H 1.4707 4.5583 -0.1476
H -0.8843 5.5436 2.1050
H -2.5492 3.2080 1.3851
H -3.2328 4.8192 1.6543
H -2.4901 3.9241 3.0040
C 0.2725 0.0796 -7.5496
C -0.0468 0.0026 -6.0833
C 0.7302 0.6563 -5.1405
C 0.4483 0.6165 -3.7788
C 1.3573 1.3457 -2.8399
C -0.6689 -0.1143 -3.3641
Se -1.3164 -0.2430 -1.5480
C -1.4668 -0.8194 -4.2844
C -2.6814 -1.6430 -3.9398
C -1.1310 -0.7323 -5.6297
H 1.1458 0.7031 -7.7328
H -0.5661 0.4985 -8.1072
H 0.4714 -0.9122 -7.9582
H 1.5926 1.2251 -5.4687
H 2.1830 1.7938 -3.3900
H 1.7742 0.6830 -2.0770
H 0.8289 2.1355 -2.3136
H -2.7588 -1.8886 -2.8831
H -2.6617 -2.5773 -4.5005
H -3.5916 -1.1090 -4.2193
H -1.7471 -1.2668 -6.3451
C -3.7454 -2.1985 0.0655
Si -2.1614 -2.9756 0.6667
C -1.4846 -3.9925 -0.7575
C -2.7129 -3.9658 2.1424
N -0.8038 -1.8375 1.2575
C 0.2760 -2.4873 1.9619
C 0.5372 -3.8484 1.8002
C 1.6186 -4.4445 2.4316
C 2.4676 -3.7047 3.2394
C 2.2002 -2.3587 3.4328
C 1.1146 -1.7636 2.8111
H -4.2793 -3.0480 -0.3749
H -3.6761 -1.4174 -0.6858
H -4.3443 -1.8256 0.8945
H -2.3054 -4.2137 -1.4431
H -1.0622 -4.9498 -0.4537
H -0.7171 -3.4558 -1.3201
H -3.5096 -4.6388 1.8151
H -3.1290 -3.2860 2.8893
H -1.9471 -4.5665 2.6294
H -0.0826 -4.4643 1.1736
H 1.7922 -5.5022 2.2831
H 3.3124 -4.1739 3.7245
H 2.8270 -1.7612 4.0825
H 0.8906 -0.7324 3.0422
*
```

The calculation puts the energy above the lowest of the compared OMol25 structures with the same formula, charge and spin at 30.3 kcal per mole. Its LUMO energy (spin up / spin down) is -4.1 / -4.0 eV. As for the expectation value of S²: 2.022.

***

Here is a structure of composition C18H17N10O5Ru from the OMol25 dataset. Energies are from wB97M-V/def2-TZVPD.

Structure (ORCA input):
```
! wB97M-V def2-TZVPD RIJCOSX def2/J DEFGRID3
* xyz 0 2
Ru -0.2960 -0.3602 -0.3914
O -2.2995 0.9418 0.7790
C -2.6010 -0.1247 1.6603
C -3.8465 -0.8145 1.1103
C -3.5874 -1.4135 -0.2837
C -2.8682 -2.7304 -0.2052
C -3.5700 -3.8583 0.0647
C -3.0918 -5.1962 0.2228
C -1.8173 -5.6452 0.1754
C -0.6227 -3.5723 -0.4588
N -1.5019 -2.6307 -0.4537
H -1.5672 1.4690 1.1450
H -2.8113 0.2664 2.6644
H -1.7410 -0.8375 1.7291
H -4.6244 -0.0528 1.0245
H -4.1854 -1.5889 1.8022
H -2.9873 -0.7028 -0.8743
H -4.5436 -1.5528 -0.7886
H -4.6371 -3.7308 0.1735
H -3.8431 -5.9392 0.4350
H -1.5913 -6.6890 0.3338
H 0.6770 -2.2869 -1.3260
N 2.9114 -3.2038 -0.5260
C 2.9655 -1.8319 -0.4464
N 4.0875 -1.1301 -0.3816
N 3.7066 0.1280 -0.3118
N 2.4321 0.2228 -0.3311
N 1.8985 -0.9975 -0.4107
C 1.7377 -3.8901 -0.4729
N 1.6263 -5.0866 0.0378
N 0.4818 -5.6392 0.1854
N -0.6660 -4.9266 -0.0247
N 0.5994 -3.2404 -0.9430
H 3.7659 -3.6967 -0.3042
O -0.1382 1.5841 -1.4800
C 0.3711 2.1176 -0.4603
O 0.2583 1.6023 0.6882
C 1.0781 3.4157 -0.5590
C 0.6857 4.3614 -1.4973
C 1.2533 5.6301 -1.5189
C 2.2308 5.8917 -0.5856
O 2.9245 7.0460 -0.3745
C 3.7845 6.7945 0.7176
O 3.6298 5.4568 1.1301
C 2.6497 4.9252 0.3401
C 2.0828 3.6783 0.3790
H -0.0867 4.0984 -2.2023
H 0.9471 6.3827 -2.2275
H 3.5225 7.4681 1.5514
H 4.8280 6.9736 0.4153
H 2.3893 2.9162 1.0724
*
```

The calculation puts the energy above the lowest of the compared OMol25 structures with the same formula, charge and spin at 150.0 kcal per mole. Its LUMO energy (spin up / spin down) is -1.4 / -1.5 eV. As for the expectation value of S²: 0.902.

***

Here is the molecule C7H7BrO2S from the OMol25 dataset. Energies are from wB97M-V/def2-TZVPD.

Structure (ORCA input):
```
! wB97M-V def2-TZVPD RIJCOSX def2/J DEFGRID3
* xyz 0 1
C 0.5965 0.5654 -3.1329
C 0.2254 1.8176 -2.8483
C 0.3807 -0.3158 -1.9793
C -0.0320 0.3926 -0.8809
C -0.5500 0.0592 2.5768
C 0.3763 -1.2015 2.3250
C -0.4392 -0.1722 0.4632
O -0.5851 0.8468 1.4519
O 0.5540 -1.0230 0.9442
S -0.4141 2.0285 -1.2463
Br 0.4701 -2.2478 -2.1417
H 1.0916 0.4280 -4.0981
H 0.2236 2.6097 -3.6353
H -1.6270 -0.2892 2.8584
H -0.2011 0.6177 3.4694
H 1.4099 -1.1042 2.8105
H -0.1037 -2.2419 2.6334
H -1.3760 -0.7700 0.4302
*
```

As for the SMILES: Brc1ccsc1C1OCCO1. The calculation puts the energy above the lowest of the compared OMol25 structures with the same formula, charge and spin at 5.1 kcal per mole. Its LUMO energy is 0.7 eV.

***

Here is a structure of composition C53H50IN4O5PPbS from the OMol25 dataset. Energies are from wB97M-V/def2-TZVPD.

Structure (ORCA input):
```
! wB97M-V def2-TZVPD RIJCOSX def2/J DEFGRID3
* xyz 2 1
Pb 0.5134 0.7991 -1.1243
C -0.4396 -0.9353 -4.4633
O 0.3393 0.1580 -4.0105
C -0.1041 1.3933 -4.5738
C 0.9403 2.4558 -4.3801
O 0.9937 2.8798 -3.0229
C 1.9631 3.9051 -2.8380
H -0.3415 -1.0589 -5.5456
H -1.5005 -0.8002 -4.2214
H -0.0750 -1.8303 -3.9649
H -1.0454 1.7019 -4.1058
H -0.2631 1.2655 -5.6482
H 0.6883 3.3115 -5.0146
H 1.9172 2.0661 -4.6863
H 1.7174 4.7827 -3.4446
H 2.9643 3.5549 -3.1064
H 1.9487 4.1849 -1.7864
I 3.2839 1.5937 0.0165
C 3.7402 3.6203 0.4284
C 5.0503 3.8866 0.1577
C 5.6139 5.1366 0.4701
C 4.8525 6.0626 1.1072
C 3.4919 5.8081 1.4126
C 2.7739 6.7923 2.1275
C 1.4696 6.6064 2.4597
C 0.8152 5.4489 2.0132
C 1.4510 4.4639 1.2890
P 0.2568 3.1897 0.6690
C -0.9882 4.2364 -0.1682
C -0.6459 5.4537 -0.7576
C -1.5859 6.1700 -1.4887
C -2.8723 5.6755 -1.6514
C -3.2177 4.4593 -1.0805
C -2.2773 3.7370 -0.3572
C -0.4577 2.6737 2.2752
C -1.7341 3.0028 2.7196
C -2.1783 2.5517 3.9601
C -1.3550 1.7751 4.7583
C -0.0713 1.4595 4.3268
C 0.3710 1.9012 3.0902
C 2.8586 4.5799 1.0236
H 5.6730 3.1183 -0.2853
H 6.6532 5.3316 0.2339
H 5.2782 7.0143 1.4047
H 3.2983 7.6963 2.4207
H 0.9237 7.3456 3.0322
H -0.2399 5.3406 2.2303
H 0.3508 5.8603 -0.6408
H -1.3132 7.1230 -1.9258
H -3.6049 6.2388 -2.2184
H -4.2245 4.0722 -1.1981
H -2.5429 2.7776 0.0680
H -2.3814 3.6290 2.1206
H -3.1691 2.8198 4.3075
H -1.7075 1.4269 5.7221
H 0.5820 0.8585 4.9474
H 1.3736 1.6490 2.7588
C -3.0935 -5.4041 5.9093
O -3.3420 -4.1255 5.2731
C -4.0493 -4.0537 4.1944
C -4.1922 -2.7454 3.6462
C -4.7901 -2.5856 2.4524
C -5.3056 -3.7323 1.7554
C -5.3054 -5.0106 2.3890
C -4.6658 -5.1744 3.5732
N -5.7221 -3.6881 0.5069
N -5.6818 -2.6798 -0.2229
C -4.8210 -1.9781 -0.8496
C -5.2715 -0.6965 -1.3981
C -4.3962 0.2364 -1.7498
C -2.9416 0.0259 -1.6303
O -2.1665 0.9406 -1.8048
C -2.4741 -1.3592 -1.2844
N -1.1605 -1.5713 -1.3127
C -0.7095 -2.7942 -1.0578
C -1.5566 -3.8759 -0.8263
C -2.9157 -3.6553 -0.7855
C -3.3933 -2.3614 -0.9758
H -2.4336 -5.1917 6.7398
H -2.6064 -6.0858 5.2149
H -4.0222 -5.8354 6.2780
H -3.7889 -1.9081 4.2007
H -4.8902 -1.6018 2.0090
H -5.7753 -5.8486 1.8869
H -4.6343 -6.1499 4.0371
H -6.3383 -0.5087 -1.4253
H -4.7219 1.2121 -2.0917
H 0.3657 -2.9264 -1.0369
H -1.1414 -4.8648 -0.6735
H -3.6015 -4.4798 -0.6361
S -0.7345 -2.3326 2.5739
C -0.2390 -1.1327 1.6132
N 0.1012 -0.2846 0.8756
C 5.3913 -6.8792 -0.6190
C 4.6743 -5.6008 -0.9558
C 4.5674 -4.5711 -0.0275
C 3.9010 -3.3897 -0.3127
C 3.8411 -2.3272 0.7529
C 3.3159 -3.2359 -1.5957
C 2.5979 -2.0384 -1.9853
O 2.4350 -1.0170 -1.3242
C 3.4098 -4.2808 -2.5482
C 2.8226 -4.1727 -3.9397
C 4.0864 -5.4350 -2.2095
H 5.9830 -6.7776 0.2893
H 6.0460 -7.1843 -1.4363
H 4.6672 -7.6834 -0.4661
H 5.0269 -4.6918 0.9484
H 4.2974 -2.6907 1.6725
H 2.8140 -2.0232 0.9630
H 4.3764 -1.4323 0.4326
H 2.1467 -2.0689 -2.9896
H 1.7612 -3.9156 -3.9287
H 2.9231 -5.1240 -4.4584
H 3.3465 -3.4189 -4.5323
H 4.1726 -6.2347 -2.9386
*
```

Its LUMO energy is -7.0 eV.